<A>
C17H19N | ωB97M-V/def2-TZVPD

Computed properties:
Spin multiplicity: 1
HOMO in eV: -7.8519

Last column: Mulliken charge in e.
Geometry (Å):
C: -3.874 0.514 -0.049  -1.40
C: -2.892 -0.354 0.663  0.78
C: -2.659 -1.663 0.400  -0.86
N: -1.616 -2.122 1.196  -0.04
C: -1.350 -1.172 2.164  -0.39
C: -0.462 -1.041 3.241  -0.62
C: -0.569 0.031 4.097  -0.42
C: -1.540 1.045 3.914  -0.56
C: -2.337 0.985 2.791  -0.43
C: -2.167 -0.047 1.866  0.97
H: -3.616 1.547 -0.273  0.32
H: -4.762 0.623 0.599  0.30
H: -4.268 0.028 -0.941  0.36
H: -3.221 -2.266 -0.294  0.39
H: -1.293 -3.069 1.245  0.21
H: 0.462 -1.610 3.312  0.32
H: 0.090 0.048 4.955  0.37
H: -1.563 1.830 4.655  0.39
H: -2.887 1.909 2.632  0.31
C: 3.100 2.631 -0.350  -1.06
C: 1.990 1.757 -1.023  -0.71
C: 2.172 0.741 -2.081  0.54
C: 2.430 -0.590 -1.746  -0.36
C: 2.600 -1.554 -2.733  -0.59
C: 2.409 -1.216 -4.056  -0.27
C: 2.250 0.110 -4.441  -0.56
C: 2.148 1.075 -3.441  -0.30
H: 3.038 3.685 -0.599  0.30
H: 4.047 2.252 -0.751  0.34
H: 3.122 2.515 0.730  0.30
H: 1.443 1.255 -0.216  0.26
H: 1.307 2.542 -1.373  0.38
H: 2.417 -0.780 -0.677  0.36
H: 2.710 -2.592 -2.444  0.34
H: 2.261 -2.056 -4.729  0.34
H: 2.321 0.423 -5.473  0.37
H: 1.898 2.067 -3.806  0.30


<B>
C17H19N | ωB97M-V/def2-TZVPD

Computed properties:
Spin multiplicity: 1
HOMO in eV: -7.7548

Last column: Mulliken charge in e.
Geometry (Å):
C: -3.204 -3.884 -1.106  -1.27
C: -2.689 -2.584 -1.690  0.53
C: -1.691 -2.539 -2.626  -0.70
N: -1.274 -1.201 -2.817  -0.11
C: -2.231 -0.359 -2.199  0.26
C: -2.396 1.023 -2.494  -1.02
C: -3.435 1.622 -1.776  -0.48
C: -4.139 0.871 -0.839  -0.48
C: -4.136 -0.607 -0.698  -0.41
C: -3.091 -1.286 -1.321  0.68
H: -3.084 -4.705 -1.920  0.31
H: -4.194 -3.770 -0.802  0.34
H: -2.523 -4.285 -0.341  0.28
H: -1.284 -3.407 -3.173  0.35
H: -0.621 -0.863 -3.560  0.24
H: -1.825 1.481 -3.176  0.55
H: -3.689 2.621 -2.032  0.40
H: -4.823 1.392 -0.081  0.26
H: -5.032 -0.969 -0.120  0.28
C: 4.076 -1.106 3.564  -1.18
C: 4.216 -0.683 2.182  -0.56
C: 3.793 0.737 1.909  0.72
C: 4.372 1.941 2.470  -0.69
C: 3.839 3.247 2.171  -0.40
C: 2.450 3.237 1.650  -0.59
C: 1.911 2.060 1.210  -0.37
C: 2.472 0.746 1.418  -0.53
H: 4.585 -2.072 3.680  0.32
H: 3.125 -1.213 4.009  0.38
H: 4.490 -0.430 4.431  0.26
H: 5.141 -0.916 1.623  0.41
H: 3.541 -1.356 1.594  0.26
H: 5.285 2.027 2.854  0.46
H: 4.440 4.151 2.333  0.37
H: 1.979 4.100 1.363  0.41
H: 0.929 2.083 0.790  0.40
H: 1.771 -0.083 1.302  0.33


Tell me which of them is the least stable. Sure, it is <B>.


<A>
C7H6N4O2 | ωB97M-V/def2-TZVPD

Computed properties:
Spin multiplicity: 1
HOMO in eV: -8.6199

Last column: Mulliken charge in e.
Geometry (Å):
O: -1.504 -3.172 -2.786  -0.40
N: -1.994 -1.914 -2.148  -0.18
C: -0.978 -1.115 -1.440  -0.09
N: -1.336 -0.138 -0.746  -0.54
C: -0.378 0.686 -0.066  0.13
C: -0.973 1.438 1.017  -0.53
C: -0.059 1.942 2.102  -0.28
C: 1.278 1.667 2.309  -0.61
C: 1.846 0.836 1.191  0.72
N: 3.135 0.452 1.053  -0.45
O: 3.043 -0.474 -0.042  -0.14
N: 1.716 -0.548 -0.550  -0.40
C: 1.013 0.303 0.071  0.56
H: -1.504 -2.930 -3.683  0.34
H: -2.879 -1.950 -1.674  0.28
H: 0.075 -1.293 -1.637  0.54
H: -1.999 1.692 1.041  0.46
H: -0.579 2.567 2.882  0.28
H: 2.077 1.952 3.107  0.32


<B>
C7H6N4O2 | ωB97M-V/def2-TZVPD

Computed properties:
Spin multiplicity: 1
HOMO in eV: -8.5498

Last column: Mulliken charge in e.
Geometry (Å):
O: -4.083 1.148 0.151  -0.36
N: -3.432 -0.062 -0.048  -0.21
C: -2.044 -0.032 0.170  0.13
N: -1.264 -0.693 -0.624  -0.59
C: 0.089 -0.634 -0.305  0.15
C: 0.887 -1.717 -0.136  -0.50
C: 2.269 -1.625 0.096  -0.46
C: 2.947 -0.369 0.238  -0.96
C: 2.172 0.833 -0.018  0.91
N: 2.544 2.020 0.061  -0.55
O: 1.359 2.732 -0.233  -0.08
N: 0.318 1.948 -0.344  -0.49
C: 0.741 0.702 -0.267  0.86
H: -4.398 1.125 0.955  0.30
H: -3.641 -0.382 -0.901  0.26
H: -1.608 0.664 0.999  0.24
H: 0.458 -2.697 -0.278  0.42
H: 2.779 -2.543 0.277  0.39
H: 3.907 -0.418 0.208  0.54


Tell me which of them is the least stable. Sure, it is <A>.


<A>
C2H6N2O2 | ωB97M-V/def2-TZVPD

Computed properties:
Spin multiplicity: 1
HOMO in eV: -9.8163

Last column: Mulliken charge in e.
Geometry (Å):
N: 2.960 -0.899 1.328  -0.33
C: 1.743 -1.144 1.891  0.14
O: 0.955 -0.313 2.261  -0.52
H: 3.538 -1.661 1.036  0.21
H: 3.418 -0.001 1.369  0.23
H: 1.509 -2.222 1.945  0.28
N: -2.012 1.567 -2.062  -0.42
C: -2.391 0.582 -1.179  0.11
O: -3.247 0.775 -0.345  -0.51
H: -2.100 1.255 -3.014  0.23
H: -2.284 2.518 -1.862  0.25
H: -2.090 -0.455 -1.368  0.34


<B>
C2H6N2O2 | ωB97M-V/def2-TZVPD

Computed properties:
Spin multiplicity: 1
HOMO in eV: -8.2822

Last column: Mulliken charge in e.
Geometry (Å):
C: 0.902 -0.799 0.637  -0.07
C: -1.644 0.055 -0.496  0.40
N: 0.133 0.236 -0.739  -0.55
O: -1.886 1.408 -0.527  -0.51
O: 2.208 -0.492 0.713  -0.47
N: -2.010 -0.881 0.163  -0.60
H: -1.969 1.570 0.445  0.33
H: 2.433 0.428 0.527  0.34
H: 0.487 1.148 -1.028  0.28
H: 0.269 -0.332 -1.572  0.29
H: 0.322 -0.496 1.502  0.28
H: 0.755 -1.843 0.375  0.30


Tell me which of them is the least stable. Sure, it is <B>.


<A>
C2H6N2O2 | ωB97M-V/def2-TZVPD

Computed properties:
Spin multiplicity: 1
HOMO in eV: -8.6013

Last column: Mulliken charge in e.
Geometry (Å):
C: -2.313 0.419 0.089  -0.36
N: -1.069 0.159 0.108  -0.29
N: -0.536 -1.057 0.158  -0.23
H: -3.173 -0.352 0.069  0.20
H: -2.705 1.405 -0.096  0.24
H: -0.922 -2.037 0.311  0.21
H: 0.451 -0.978 0.285  0.25
O: 2.033 -0.811 0.365  -0.55
C: 2.353 0.277 -0.019  0.28
O: 1.702 1.174 -0.693  -0.37
H: 3.384 0.744 0.343  0.27
H: 0.793 1.056 -0.921  0.35


<B>
C2H6N2O2 | ωB97M-V/def2-TZVPD

Computed properties:
Spin multiplicity: 1
HOMO in eV: -9.4269

Last column: Mulliken charge in e.
Geometry (Å):
C: -1.750 -0.729 0.182  -0.47
O: -0.786 -0.317 -0.755  -0.22
N: 0.411 -0.227 -0.100  0.46
C: 0.939 1.211 -0.136  -0.99
N: 1.232 -1.246 -0.393  -0.11
O: 2.330 -1.091 0.014  -0.44
H: -1.963 -0.014 0.846  0.26
H: -2.823 -0.515 -0.465  0.23
H: -1.435 -1.770 0.704  0.24
H: 1.846 1.453 -0.832  0.25
H: 1.669 1.384 0.890  0.28
H: 0.331 1.861 0.045  0.51


Tell me which of them is the least stable. Sure, it is <B>.


<A>
C2H6N2O2 | ωB97M-V/def2-TZVPD

Computed properties:
Spin multiplicity: 1
HOMO in eV: -9.4909

Last column: Mulliken charge in e.
Geometry (Å):
C: 0.852 -0.700 -0.110  -0.86
C: -0.274 0.309 -0.235  0.57
N: -0.198 1.447 -0.818  -0.58
O: 1.234 1.458 -1.209  -0.40
N: -1.439 -0.463 0.436  -0.34
O: -1.237 -1.112 1.615  -0.35
H: 1.213 -0.680 -1.186  0.32
H: 1.716 -0.455 0.409  0.34
H: 0.374 -1.852 0.144  0.25
H: 0.898 2.175 -1.863  0.40
H: -2.167 0.207 0.535  0.30
H: -0.972 -0.334 2.283  0.34


<B>
C2H6N2O2 | ωB97M-V/def2-TZVPD

Computed properties:
Spin multiplicity: 1
HOMO in eV: -10.0685

Last column: Mulliken charge in e.
Geometry (Å):
N: 0.559 -0.985 -2.252  -0.40
C: 1.405 -1.844 -2.946  0.09
O: 1.046 -2.800 -3.578  -0.49
H: -0.339 -1.027 -2.703  0.24
H: 0.809 -0.855 -1.288  0.23
H: 2.478 -1.624 -2.798  0.32
N: -0.362 1.701 2.762  -0.32
C: -1.624 1.362 2.419  0.13
O: -1.955 0.281 1.988  -0.54
H: -0.062 2.587 3.125  0.20
H: 0.378 1.016 2.765  0.22
H: -2.333 2.188 2.506  0.30


Tell me which of them is the least stable. Sure, it is <A>.


<A>
C2H6N2O2 | ωB97M-V/def2-TZVPD

Computed properties:
Spin multiplicity: 1
HOMO in eV: -9.5387

Last column: Mulliken charge in e.
Geometry (Å):
C: 1.634 0.212 -0.393  -0.25
N: 1.030 -0.923 -0.215  -0.37
O: 0.858 -1.159 1.174  -0.35
H: 2.259 0.659 0.377  0.31
H: 1.952 0.411 -1.406  0.26
H: -0.015 -1.599 1.225  0.37
N: -0.831 0.993 0.006  -0.37
C: -1.472 -0.221 -0.396  0.10
O: -1.768 -1.138 0.335  -0.55
H: -0.395 0.981 0.921  0.27
H: -1.238 1.874 -0.280  0.22
H: -2.013 -0.089 -1.346  0.36


<B>
C2H6N2O2 | ωB97M-V/def2-TZVPD

Computed properties:
Spin multiplicity: 1
HOMO (alpha / beta) in eV: -8.6663 / -8.6645

Last column: Mulliken charge in e.
Geometry (Å):
C: -1.481 -0.190 1.023  -0.76
C: 1.529 0.160 -1.036  -0.82
N: -0.437 -0.517 0.133  0.48
N: 0.310 0.465 -0.270  0.56
O: -0.077 -1.804 -0.081  -0.67
O: 0.070 1.697 -0.003  -0.72
H: -1.421 0.895 1.268  0.31
H: -1.408 -0.874 1.767  0.32
H: -2.517 -0.213 0.658  0.29
H: 2.166 1.009 -0.911  0.33
H: 1.184 -0.068 -1.978  0.34
H: 2.083 -0.560 -0.571  0.33


<C>
C2H6N2O2 | ωB97M-V/def2-TZVPD

Computed properties:
Spin multiplicity: 1
HOMO in eV: -9.4878

Last column: Mulliken charge in e.
Geometry (Å):
N: 3.160 -0.776 -0.429  -0.34
C: 2.443 0.366 -0.426  0.13
O: 1.284 0.443 -0.079  -0.56
H: 4.092 -0.819 -0.810  0.22
H: 2.908 -1.542 0.177  0.23
H: 2.942 1.240 -0.871  0.28
N: -1.609 0.341 -0.434  -0.31
C: -2.767 0.167 0.248  0.10
O: -2.923 -0.591 1.178  -0.55
H: -1.526 1.154 -1.018  0.23
H: -0.784 -0.058 -0.008  0.26
H: -3.575 0.840 -0.090  0.30


Tell me which of them is the least stable. Sure, it is <B>.